(1)
The following is a DFT calculation (wB97M-V/def2-TZVPD) of a single C2H6ClN3O molecule.

```
13
Properties=species:S:1:pos:R:3
C -0.35 0.07 -0.25
C 0.61 -0.84 0.60
H 1.82 0.54 0.25
H 1.95 2.28 -0.50
H 1.22 -0.10 1.24
H 0.08 -1.62 1.08
H -1.93 -0.11 -1.62
H -2.37 -0.18 0.89
N 1.17 1.51 0.14
N -0.06 1.29 -0.60
N -1.46 -0.64 -0.92
O -2.56 -0.87 0.15
Cl 1.87 -1.32 -0.47
```

SMILES: N/N=C(\CCl)NO
Relative energy (zero: lowest compared OMol25 entry of this formula, charge and spin), kcal per mole: 93.4
Orbital gap, eV: 9.512
E_LUMO, hartree: 0.0121

---

(2)
The following is a DFT calculation (wB97M-V/def2-TZVPD) of an isolated ion of composition CH3O2 and charge -1.

```
6
Properties=species:S:1:pos:R:3
O -0.64 -0.97 -0.56
H 0.21 -1.00 -1.01
O 0.58 1.21 -0.48
C 0.03 0.36 0.28
H -0.87 0.67 0.85
H 0.69 -0.27 0.92
```

Total charge: -1
SMILES: [O-]CO
Relative energy (zero: lowest compared OMol25 entry of this formula, charge and spin), kcal per mole: 6.6
Orbital gap, eV: 7.966
E_LUMO, hartree: 0.1865

---

(3)
The following is a DFT calculation (wB97M-V/def2-TZVPD) of a 10-piece molecular cluster, CH22N2O9 overall.

```
34
Properties=species:S:1:pos:R:3
N -1.33 -2.50 0.97
C -1.89 -1.25 1.32
N -2.85 -1.26 2.19
H -1.76 -3.37 1.18
H -0.73 -2.52 0.11
H -1.44 -0.36 0.94
H -3.32 -0.38 2.48
H 1.33 -1.73 -1.20
H 0.65 -2.17 -2.53
O 0.47 -1.93 -1.62
H 1.56 2.91 -0.19
H 0.17 2.27 0.18
O 0.73 2.55 -0.56
H 3.61 -1.31 0.23
H 2.28 -0.96 0.96
O 2.65 -1.24 0.05
H 0.90 -2.00 2.00
H 0.80 -0.67 2.63
O 1.44 -1.43 2.41
H -1.53 0.22 -2.44
H -1.68 -1.24 -2.23
O -2.20 -0.49 -2.17
H -0.70 2.49 2.53
H -1.02 1.43 1.55
O -0.25 1.83 1.90
H 2.62 0.73 -0.76
H 2.81 1.59 -1.87
O 3.10 1.54 -1.04
H 1.74 2.06 -3.21
H 0.84 1.57 -1.99
O 1.27 1.41 -2.84
H -3.35 1.97 0.43
H -2.24 0.91 -0.12
O -2.68 1.34 0.73
```

SMILES: [H]/N=C/N.O.O.O.O.O.O.O.O.O
Orbital gap, eV: 9.339
E_LUMO, hartree: 0.0042

---

(4)
The following is a DFT calculation (wB97M-V/def2-TZVPD) of a 3-piece molecular cluster, C2H7N3O2 overall.

```
14
Properties=species:S:1:pos:R:3
C 1.54 2.96 1.22
C -0.76 0.06 0.69
N -1.17 -1.22 0.42
N -0.06 0.57 1.58
N -0.17 -1.64 -2.20
O 2.17 2.42 0.41
O 0.89 3.59 1.92
H -1.25 0.96 0.12
H -0.58 -1.97 0.73
H -1.65 -1.33 -0.46
H 0.41 0.13 2.34
H 0.38 -1.95 -1.43
H -0.10 -0.65 -2.27
H 0.35 -1.93 -3.06
```

SMILES: [H]/N=C\N.O=C=O.N
Relative energy (zero: lowest compared OMol25 entry of this formula, charge and spin), kcal per mole: 25.3
Orbital gap, eV: 10.159
E_LUMO, hartree: 0.0261

---

(5)
The following is a DFT calculation (wB97M-V/def2-TZVPD) of C12H18Cl4O4Pd as an isolated structure.

```
39
Properties=species:S:1:pos:R:3
C 0.55 1.96 0.96
C 0.87 2.23 -0.43
C 1.96 1.40 -0.81
C 0.27 3.27 -1.28
C 2.38 0.65 0.33
C 1.51 0.99 1.43
C 1.63 0.49 2.82
C -0.41 2.69 1.81
C 2.52 1.29 -2.18
C 3.48 -0.33 0.36
Pd -0.32 -0.13 0.08
Cl -1.88 2.07 -4.10
Cl -2.19 1.27 -0.50
O 0.93 -1.64 0.58
H -0.68 3.61 -0.86
H 0.02 2.88 -2.28
H 0.96 4.13 -1.40
H 1.72 1.43 -2.92
H 2.97 0.30 -2.34
H 3.30 2.04 -2.39
H 3.49 -0.93 -0.56
H 3.39 -1.01 1.21
H 4.46 0.17 0.42
H 1.93 -0.56 2.82
H 0.66 0.57 3.33
H 2.37 1.07 3.39
H -1.32 2.91 1.24
H 0.03 3.64 2.17
H -0.69 2.09 2.67
H 0.80 -2.25 -0.18
O -0.95 -0.40 1.92
H -1.18 -1.35 1.80
Cl -3.40 -2.20 -3.43
C -1.71 -2.65 -3.12
Cl -0.62 -2.34 -4.49
C -1.19 -1.82 -1.84
O -1.68 -2.08 -0.71
O -0.29 -0.92 -2.02
H -1.67 -3.72 -2.87
```

Total charge: -2
Relative energy (zero: lowest compared OMol25 entry of this formula, charge and spin), kcal per mole: 0.0
Orbital gap (spin up / spin down), eV: 6.021 / 5.011
<S²>: 6.0191
Multiplicity: 5
E_LUMO (spin up / spin down), hartree: 0.1858 / 0.1491

---

(6)
The following is a DFT calculation (wB97M-V/def2-TZVPD) of C44H34Cl2CrI2NO4P as an isolated structure.

```
89
Properties=species:S:1:pos:R:3
Cr 0.57 -1.42 0.47
I 5.03 0.06 2.62
C 3.22 -0.52 3.52
C 3.06 -0.47 4.90
C 1.85 -0.80 5.47
I 1.73 -0.83 7.59
C 0.72 -1.12 4.69
C -0.56 -1.45 5.16
C -1.54 -1.76 4.24
C -1.28 -1.68 2.88
N -0.09 -1.34 2.40
C 0.91 -1.12 3.29
C 2.18 -0.93 2.68
O 2.29 -1.15 1.42
H 3.90 -0.19 5.51
H -0.77 -1.50 6.22
H -2.52 -2.06 4.57
H -2.04 -1.91 2.15
Cl -0.32 -0.81 -2.78
C -0.86 0.82 -2.55
C -1.89 1.32 -3.32
C -2.33 2.61 -3.09
C -1.73 3.39 -2.12
C -0.69 2.88 -1.36
C -0.22 1.58 -1.58
P 1.08 0.80 -0.57
C 2.48 0.57 -1.73
C 2.44 0.81 -3.09
C 3.56 0.56 -3.87
C 4.73 0.09 -3.28
C 4.78 -0.13 -1.91
C 3.66 0.11 -1.14
C 1.77 2.24 0.31
C 2.39 3.24 -0.43
C 2.97 4.32 0.20
C 2.95 4.41 1.58
C 2.33 3.42 2.33
C 1.73 2.34 1.70
H -2.33 0.71 -4.09
H -3.15 3.01 -3.67
H -2.08 4.39 -1.94
H -0.24 3.49 -0.59
H 1.55 1.20 -3.56
H 3.52 0.73 -4.93
H 5.60 -0.11 -3.89
H 5.68 -0.47 -1.44
H 3.69 -0.07 -0.08
H 2.41 3.17 -1.51
H 3.45 5.10 -0.39
H 3.43 5.24 2.08
H 2.31 3.49 3.41
H 1.24 1.57 2.28
Cl 2.38 -8.10 -2.02
C 1.77 -6.69 -1.23
C 0.94 -6.84 -0.11
C 0.45 -5.73 0.53
C 0.76 -4.41 0.10
O 0.28 -3.41 0.74
C 1.62 -4.29 -1.05
C 1.99 -3.02 -1.54
O 1.59 -1.90 -1.11
C 2.09 -5.45 -1.70
H 0.71 -7.83 0.25
H -0.18 -5.84 1.40
H 2.70 -2.99 -2.38
H 2.71 -5.33 -2.58
C -5.47 3.88 -1.12
C -4.77 2.58 -0.84
C -3.78 2.48 0.12
C -3.06 1.33 0.32
C -2.06 1.30 1.44
C -3.30 0.18 -0.49
C -2.48 -0.97 -0.50
O -1.32 -1.08 0.01
C -4.42 0.24 -1.37
C -4.86 -0.97 -2.14
C -5.11 1.42 -1.54
H -4.92 4.71 -0.69
H -6.48 3.88 -0.69
H -5.57 4.03 -2.19
H -3.56 3.34 0.74
H -2.14 2.22 2.02
H -1.04 1.21 1.07
H -2.27 0.46 2.11
H -2.86 -1.84 -1.05
H -4.09 -1.31 -2.84
H -5.76 -0.75 -2.71
H -5.09 -1.78 -1.45
H -5.93 1.45 -2.24
```

Orbital gap (spin up / spin down), eV: 5.850 / 5.843
E_LUMO (spin up / spin down), hartree: -0.0334 / -0.0334

---

(7)
The following is a DFT calculation (wB97M-V/def2-TZVPD) of C4H6OS as an isolated structure.

```
12
Properties=species:S:1:pos:R:3
C -0.47 -2.22 0.34
C -0.24 0.06 -0.14
C -0.37 1.45 0.10
C 0.78 2.29 -0.23
H -0.91 -3.41 -0.35
H -0.17 -2.51 1.39
H 0.48 -1.92 -0.43
H 0.92 -0.17 -0.01
H -1.28 1.95 0.41
H 1.91 1.84 -0.81
O 0.93 3.56 -0.21
S -1.58 -0.92 -0.05
```

Relative energy (zero: lowest compared OMol25 entry of this formula, charge and spin), kcal per mole: 117.9
Orbital gap, eV: 8.479
E_LUMO, hartree: -0.0158